A structure of composition C24H38As2N4OSZr. Source: OMol25; level of theory: ωB97M-V/def2-TZVPD.

The geometry in XYZ format:
```
71
C24H38As2N4OSZr (ωB97M-V/def2-TZVPD)
S -1.30371 0.81429 1.96939
H 0.58641 -1.81547 3.74002
H -5.13347 3.19128 -0.63245
H -1.67967 1.85738 -4.32915
As 1.82652 -1.37019 1.58539
H 2.43365 4.63911 -4.52559
O -1.49553 -2.24054 0.85729
H -4.61424 4.33420 0.59140
H -1.30849 3.39509 -6.22598
H 2.09633 3.11325 -2.61485
H -0.59446 -4.31751 -2.25034
H 3.00464 -1.01605 -1.88878
H -2.28929 5.04127 3.28401
C -3.64243 -3.15515 1.50423
H 3.22974 -2.61577 -2.64038
H -2.00959 -5.16197 1.96217
H -3.94226 1.99580 1.19205
H 0.28463 2.72376 3.01038
H -3.97160 -2.12084 1.44751
As 1.01691 -2.53618 -1.44647
H 0.73841 4.77051 -6.31327
H 2.86847 -6.91396 0.24444
H -2.23597 4.19232 1.13364
C -0.57735 3.32473 -5.43283
C 2.04355 -5.05426 -0.43510
H 4.22721 -0.84849 1.98151
C 3.03189 -5.38246 1.73827
C -1.25652 5.29275 3.52703
H -0.52268 -4.42384 1.44899
H 0.75878 4.96126 2.81407
N -1.52444 -4.35096 1.59232
Zr -0.46093 -0.68340 0.16781
C 2.66393 -5.88205 0.49652
H 3.80494 -0.49018 0.28962
C 0.58092 4.10076 -5.47829
C 2.77315 -4.05325 2.05880
H -1.04288 4.92958 4.53065
H 3.07362 -3.67928 3.03043
C 2.14443 -3.22284 1.13207
C 1.52350 -1.31922 3.49189
H 3.52385 -6.02170 2.45899
C 2.51438 -1.81545 -2.44505
H -0.33487 -3.06483 -3.49120
C -0.00778 1.52169 -2.29241
H -3.04068 1.85640 -0.33039
C 0.18589 2.39504 -3.35578
H 2.14578 -1.42469 -3.39436
C -0.26379 4.73004 2.52068
C -3.38898 2.55564 0.43597
H 1.48124 -0.27699 3.80494
H 1.78013 -5.46032 -1.40390
C -0.78768 2.46710 -4.37786
C 1.54294 4.03037 -4.46887
N -0.33124 3.25240 2.41551
H 2.34922 -1.81315 4.00755
C 0.14850 -3.68423 -2.73524
C -2.17641 -3.25994 1.31841
C -1.26608 2.58164 1.76845
C 1.35852 3.18230 -3.40213
H -4.14338 -3.73218 0.72026
H -3.93608 -3.58450 2.46353
H 0.90570 -4.30243 -3.22144
H -0.40201 5.14955 1.52092
N -0.19742 0.77119 -1.41518
H -3.72222 4.20332 -0.93764
N -2.20708 3.17978 1.07486
C 1.78464 -3.72095 -0.12624
C -4.25743 3.64209 -0.17130
H -1.17202 6.37834 3.53841
H 3.33139 0.64394 1.58816
C 3.47686 -0.40295 1.32392
```

Output
F_max in eV/A: 0.30
HOMO energy in eV: -19.6417
Kohn-Sham gap in eV: 6.859
E_LUMO in eV: -12.78
Total charge: +4
Electronic energy in eV: -167270.175

---

A structure of composition C24H38As2N4OSZr. Source: OMol25; level of theory: ωB97M-V/def2-TZVPD.

The geometry in XYZ format:
```
71
C24H38As2N4OSZr (ωB97M-V/def2-TZVPD)
H 1.51425 0.68943 3.28723
H -2.04248 -2.28949 -1.92602
H -4.61271 -1.87026 -0.52108
H 2.00539 2.22205 4.04390
H 5.68319 1.56104 -0.17236
H 5.10960 -2.50190 -0.58083
H -5.05200 -0.35290 0.32651
C -3.10405 0.58135 -2.12077
C -2.36268 1.95975 -3.95347
H -4.59935 -2.34716 6.25498
C -3.81678 -2.72969 5.61481
H 4.86869 -3.35359 -2.91134
S 1.95836 -0.73696 0.13846
Zr -0.26213 0.32295 0.58576
C -1.58992 -1.88226 -1.01997
C -2.19567 -2.45010 3.87810
H 1.06186 1.06070 -4.06683
H -1.60230 2.52530 -4.47874
H -2.11814 -5.63176 5.03148
H 0.69498 1.28251 4.75358
H -0.99781 -4.19277 3.35891
H 0.14421 3.48372 -3.15610
C -4.37819 0.51226 -2.67310
H 2.90360 1.89375 0.35138
H 5.78967 -1.86175 -2.92444
As -2.69070 -0.32679 -0.49583
C -4.63848 1.17269 -3.86957
C 3.42603 0.12489 -0.40136
C 4.39475 -2.06575 -1.27852
H 4.82842 3.04329 0.13078
O -0.13517 1.95660 1.76274
C -1.78654 -3.79927 3.98589
H 0.13344 -0.42024 -3.74055
H -5.17746 -0.04243 -2.19900
C 0.75164 0.35670 -3.29478
H -1.58254 -2.63627 -0.23476
H -5.62918 1.12272 -4.30134
H 1.32592 3.22494 -1.85536
C -1.52950 -1.67014 2.93017
C -3.41535 -4.06239 5.72548
N -0.91384 -1.07356 2.13567
H 4.20567 3.29628 -2.25232
N 4.35030 -0.60752 -0.97003
C -3.21088 -1.90839 4.69089
H -3.84475 2.40012 -5.43786
C 0.27190 3.16876 -2.12067
C -3.63749 1.88995 -4.50667
H 1.62363 -0.08095 -2.81604
C -4.29274 -1.12246 0.20419
C 4.95565 2.55483 -1.97896
H 5.19188 -0.10942 -1.24332
C 1.15690 1.57466 3.80836
H 5.93541 2.99289 -2.16496
C 4.80520 -2.28362 -2.71876
H 4.84730 1.69763 -2.64626
H -3.50922 -0.87296 4.59339
C -2.41000 -4.59669 4.92045
H -0.19058 3.75079 4.36547
H -0.55224 -1.64369 -1.30073
N -0.39512 3.40445 3.43355
H -1.03654 3.94260 2.86154
As -0.33082 1.33492 -2.02159
C -2.09829 1.31366 -2.75150
C 0.18099 2.33475 2.98448
C 4.84198 2.16837 -0.51592
H -3.89688 -4.69901 6.45720
H 4.08427 -1.85414 -3.41466
H 3.41407 -2.47944 -1.06009
N 3.58837 1.42481 -0.21002
H -0.32379 3.80468 -1.47023
H -4.08519 -1.59512 1.16136
```

Output
F_max in eV/A: 0.67
HOMO energy in eV: -19.4284
Kohn-Sham gap in eV: 6.490
E_LUMO in eV: -12.94
Total charge: +4
Electronic energy in eV: -167269.797

---

A structure of composition C24H38AuF5N5OPS. Source: OMol25; level of theory: ωB97M-V/def2-TZVPD.

The geometry in XYZ format:
```
76
C24H38AuF5N5OPS (ωB97M-V/def2-TZVPD)
H 2.25414 -3.10798 3.45118
H -6.33688 -1.09863 -2.33907
C -1.41965 2.65121 5.31416
C 1.42531 3.16559 0.59592
C 0.79715 1.88862 4.90822
H 1.61873 -0.74493 0.48937
H -0.57891 0.86094 6.20560
H -1.22846 3.72423 5.35854
H -5.85041 -1.97688 -0.89099
F 3.37631 -4.04430 -1.22125
H -4.34906 -2.35811 -6.00431
N -4.25234 -2.10776 -3.92560
H 2.20227 5.11526 0.47650
C 5.12815 -0.92409 -1.69120
H 0.36149 -1.16250 3.78227
F 6.35688 -0.44286 -1.64913
H 3.87433 -1.61545 2.35046
C -5.02454 -2.36423 -5.15380
C 3.70364 3.56156 1.02190
H -6.92531 -1.48529 -4.58117
H -5.55135 -3.37292 -2.94310
C 3.04735 2.80820 2.17892
N 0.01032 1.71149 3.66883
H -6.64937 -1.57359 -6.31600
C 2.33149 -0.53974 1.29493
H 3.07325 0.17810 0.93102
H 1.05996 -2.79956 2.19007
C -6.16800 -1.38311 -5.35749
H 4.25676 2.85677 0.39823
H -1.77652 -0.19209 -5.04145
C -2.59213 -0.88393 -5.22984
H 0.06210 2.34952 6.90729
F 5.89876 -3.07515 -1.18980
C 3.60001 -2.76581 -1.47514
H 2.68372 4.10259 -0.86838
H 0.45798 3.03928 0.12014
P 0.53997 1.18813 2.24836
C -0.27924 1.88697 5.98392
H -2.07405 1.33173 3.69562
N 1.61553 -0.01087 2.48130
C 2.53951 -1.91711 -1.73916
C 4.05779 -0.09252 -1.95986
C -5.48709 -1.53621 -1.81890
H -5.81179 -0.35199 -5.35415
C -3.11848 -1.41445 -3.93037
H -2.21970 -1.70072 -5.84945
H 1.45174 1.19689 -1.17567
F 1.31487 -2.43262 -1.72102
Au -0.59675 -0.33997 -2.61921
C -4.82277 -2.61226 -2.67063
H 4.39911 4.32659 1.35362
C -1.39787 2.16904 3.86182
H -1.65038 2.95744 3.15445
H -5.40498 -3.38234 -5.07505
O -0.43590 1.13287 1.15131
F 4.28694 1.20535 -2.15681
C 4.89506 -2.27120 -1.45249
H 2.01295 -0.90379 4.36454
N -2.43483 -1.18039 -2.82796
H 3.57234 1.91446 2.50572
H -2.84463 -1.55783 -1.98636
H 1.31713 2.85127 4.89076
H 3.18939 -2.52654 1.00099
N 1.71759 2.44423 1.61933
H 2.86047 3.44082 3.04887
S 1.48409 0.61108 -2.38507
C 2.95310 -1.83263 1.80641
C 2.51558 4.09958 0.20928
H -2.38487 2.46722 5.78018
C 2.75036 -0.56845 -1.99539
H -4.80183 -0.72683 -1.56504
H 1.53470 1.09796 5.02401
C 1.88161 -2.35818 2.75700
C 1.40622 -1.10085 3.48024
H -4.03993 -3.13589 -2.11411
H -3.36814 -0.36241 -5.78682
```

Output
F_max in eV/A: 0.40
HOMO energy in eV: -14.1590
Kohn-Sham gap in eV: 8.447
E_LUMO in eV: -5.71
Total charge: +2
Electronic energy in eV: -72394.986

---

A cluster of 4 separate species, C24H38BBrFN3O5S in total in a non-equilibrium geometry. Source: OMol25; level of theory: ωB97M-V/def2-TZVPD.

The geometry in XYZ format:
```
74
C24H38BBrFN3O5S (ωB97M-V/def2-TZVPD)
H -1.49786 -2.89630 -1.07490
C 6.50772 4.61884 -1.30453
C 1.70082 -0.57396 1.72741
C -6.60759 -4.69677 -3.20428
H 5.36869 -2.03595 0.97928
C 0.40208 0.01334 1.61971
C 8.09950 4.96875 1.94005
H 6.45327 3.65439 -1.81188
H 6.01653 5.36915 -1.92505
F 1.76531 -1.84924 2.09544
H 5.85216 5.51549 0.55564
O -2.34508 -0.92376 4.39278
B 4.22818 -0.65866 1.68610
C -5.62557 -3.92260 -0.49283
H -3.05436 0.77892 -4.05396
C -7.50115 -3.52997 -3.58941
H -1.43115 -2.30613 -2.72235
H -6.70190 -4.10347 -0.49585
H 4.68840 -1.56981 3.66710
H 7.89153 5.84597 1.32603
N -0.68344 -0.74861 1.91418
C 2.74739 1.49929 1.06900
H 7.51668 5.06268 2.85756
H 7.99107 2.83166 1.87114
H 5.92845 -0.35233 3.11767
H 8.36599 3.55448 0.32104
H 3.64887 2.07037 0.88377
C 5.83735 4.54089 0.05593
H -5.13732 -4.86090 -0.22392
C 0.29612 1.36594 1.23863
H 0.67688 -1.79811 -1.49599
H -3.99490 -0.33944 1.89321
H -6.53960 -5.38783 -4.04532
H 7.56133 4.88993 -1.22629
C 1.50631 2.07951 0.96309
H -0.12564 -0.28101 -1.89519
Br -4.39203 -2.74350 3.97914
C -1.82259 -0.11220 1.80799
O -2.67394 -1.29809 -1.40727
H -8.49661 -3.88807 -3.85525
C -3.06357 -1.36137 3.57346
H -7.04347 -5.26223 -2.37277
H 9.15943 4.98605 2.19631
C -1.89495 1.27024 1.43773
H -5.56092 -2.44805 -2.07498
H 4.36294 0.14300 3.75095
C -0.21510 -1.19863 -1.31164
H -0.23493 -0.91776 -0.25673
H -4.04162 -3.24308 -1.73463
N -3.22029 1.85351 1.35410
C 7.75528 3.67564 1.22223
O 6.38024 3.54401 0.90525
H -3.82737 0.31130 -1.75229
C -3.49447 2.53627 2.32784
H 4.78670 4.27973 -0.08008
C -5.11019 -3.41536 -1.82524
H -7.61228 -2.81340 -2.77444
O 4.79045 -1.34723 0.64156
O -5.27626 -4.32520 -2.90197
C -1.46234 -1.98573 -1.67538
H -7.08200 -2.99493 -4.44327
H -1.90682 -0.55627 -3.97803
S -3.89626 3.19837 3.70576
H -5.41103 -3.18217 0.27966
C 4.86755 -0.61975 3.14834
C 2.84968 0.12253 1.47671
C -3.08783 -0.90550 2.09452
H -3.63430 -0.89140 -3.91910
C -2.85841 -0.06549 -2.08283
H 1.43360 3.12178 0.67158
C -2.86125 -0.19195 -3.59595
H -2.11204 0.66540 -1.75192
H -3.01601 -1.80407 1.47465
N -0.88207 2.03890 1.13295
```

Output
F_max in eV/A: 1.87
HOMO energy in eV: -9.0345
Kohn-Sham gap in eV: 8.472
E_LUMO in eV: -0.56
Total charge: 0
Electronic energy in eV: -124483.587